Entry P
Computed, not measured: a cluster of 2 separate species, C5H13NO in total, with wB97M-V/def2-TZVPD.

```
20
Properties=species:S:1:pos:R:3:lowdin_charge:R:1
O 1.210 -0.767 0.734 0.027
N 0.629 -0.561 2.912 0.153
C 3.008 -0.771 2.204 -0.015
C -2.120 0.255 -2.059 -0.299
C 1.542 -0.632 1.900 -0.579
C -1.085 -0.266 -1.077 -0.159
C -1.700 1.595 -2.781 -0.124
H -1.517 -1.132 -0.573 0.068
H -1.082 1.188 -3.599 0.066
H 3.311 -1.805 1.977 0.095
H -2.937 0.672 -1.455 0.091
H -2.349 -0.490 -2.821 0.096
H -0.757 0.349 -0.256 0.044
H 3.200 -0.482 3.242 0.071
H -0.341 -0.312 2.878 0.103
H 3.618 -0.131 1.565 0.085
H -0.122 -0.535 -1.496 0.062
H -0.983 2.189 -2.162 0.072
H 0.955 -0.655 3.872 0.099
H -2.478 2.292 -3.005 0.044
```

The SMILES is CC(N)=O.CCC. The value obtained for the LUMO energy is 0.79 eV. Its spin multiplicity is 1.

=====

Entry Q
Computed, not measured: an isolated molecule of C5H13NO, with wB97M-V/def2-TZVPD.

```
20
Properties=species:S:1:pos:R:3:lowdin_charge:R:1
O 1.920 1.969 -0.263 -0.086
N -1.046 -1.531 0.247 -0.127
C -0.491 -2.535 -0.813 -0.102
C -1.406 -0.158 -0.259 -0.227
C -0.244 0.823 -0.761 -0.124
C 0.975 1.030 0.250 -0.443
C 0.569 1.477 1.696 -0.044
H 0.180 2.493 1.620 0.074
H -0.684 1.737 -0.970 0.069
H -0.185 0.807 2.129 0.074
H -2.006 -0.209 -1.142 0.083
H 0.322 0.360 -1.703 0.138
H 1.530 1.633 2.214 0.080
H 1.480 0.023 0.347 0.131
H -0.191 -1.630 0.856 0.085
H 2.631 1.725 -0.919 0.121
H -0.144 -2.047 -1.685 0.038
H -1.394 -3.188 -1.035 0.087
H 0.311 -3.042 -0.330 0.052
H -2.125 0.263 0.520 0.119
```

The SMILES is CNCC[C@H](C)O. The value obtained for the LUMO energy is 0.80 eV. Its spin multiplicity is 1.

=====

Entry R
Computed, not measured: a cluster of 2 separate species, C5H13NO in total, with wB97M-V/def2-TZVPD.

```
20
Properties=species:S:1:pos:R:3:lowdin_charge:R:1
O 1.458 -1.701 1.694 -0.077
N -2.701 0.944 -0.400 0.021
C -1.770 1.841 0.169 -0.298
C -1.546 3.104 -0.261 -0.031
C 0.617 -2.318 -0.483 -0.071
C 2.416 -0.555 -0.206 -0.070
C 1.149 -1.165 0.376 -0.493
H 3.184 -1.317 -0.295 0.073
H -0.750 3.731 0.174 0.046
H 0.981 -1.180 2.367 0.090
H 0.347 -0.422 0.479 0.112
H 1.405 -3.114 -0.539 0.091
H 2.796 0.240 0.478 0.085
H -1.227 1.447 0.999 0.077
H 2.221 -0.105 -1.224 0.095
H -0.306 -2.758 -0.038 0.083
H 0.397 -1.949 -1.499 0.079
H -3.389 1.378 -1.002 0.078
H -3.164 0.340 0.266 0.074
H -2.119 3.561 -1.054 0.037
```

The SMILES is CC(C)O.C=CN. The value obtained for the LUMO energy is 0.75 eV. Its spin multiplicity is 1.

=====

Entry S
Computed, not measured: an isolated molecule of C5H13NO, with wB97M-V/def2-TZVPD.

```
20
Properties=species:S:1:pos:R:3:lowdin_charge:R:1
O 1.672 -1.366 -1.430 -0.085
N -0.317 0.442 -0.142 -0.078
C 1.867 -0.351 0.785 -0.190
C 1.928 -1.614 -0.040 -0.264
C 0.457 0.186 1.069 -0.252
C -2.483 1.058 -1.087 -0.110
C -1.672 0.917 0.170 -0.309
H 0.584 1.082 1.684 0.110
H -1.601 1.890 0.668 0.110
H -2.178 0.190 0.808 0.111
H 2.459 0.438 0.323 0.110
H -3.540 1.140 -0.845 0.070
H -0.077 -0.568 1.644 0.112
H 2.891 -2.120 0.008 0.108
H -2.168 1.940 -1.635 0.068
H -2.354 0.200 -1.735 0.069
H 0.865 -1.828 -1.673 0.076
H 2.373 -0.521 1.742 0.111
H 1.160 -2.294 0.358 0.118
H 0.135 1.179 -0.672 0.115
```

The SMILES is CCNCCCO. The value obtained for the LUMO energy is 1.08 eV. Its spin multiplicity is 1.

=====

Sorted by energy, starting with the most stable: entry P, entry S, entry R, entry Q.

=====

Entry P
Computed, not measured: an isolated molecule of C7H14, with wB97M-V/def2-TZVPD.

```
21
Properties=species:S:1:pos:R:3:lowdin_charge:R:1
C 1.227 0.810 1.100 -0.264
C 0.677 -0.537 0.760 -0.205
C -0.424 -1.340 -1.502 -0.320
C -0.560 -0.487 -0.234 -0.213
C -1.509 -2.373 -1.643 -0.180
C 0.814 3.224 1.414 -0.034
C 0.351 2.011 1.061 -0.214
H 1.813 3.616 1.566 0.047
H 1.629 -1.089 0.418 0.131
H 0.593 -1.950 -1.592 0.137
H 0.237 4.169 1.131 0.067
H -0.942 0.535 -0.499 0.095
H -0.495 -0.616 -2.372 0.112
H 1.780 0.938 2.052 0.121
H -1.410 -0.930 0.486 0.141
H -1.475 -2.898 -2.638 0.067
H 2.017 1.217 0.376 0.137
H -2.549 -1.917 -1.611 0.083
H -1.381 -3.268 -0.859 0.114
H -0.721 1.867 0.919 0.091
H 0.327 -0.978 1.667 0.085
```

The SMILES is C=CCCCCC. The value obtained for the LUMO energy is 1.21 eV. Its spin multiplicity is 1.

=====

Entry Q
Computed, not measured: an isolated molecule of C7H14, with wB97M-V/def2-TZVPD.

```
21
Properties=species:S:1:pos:R:3:lowdin_charge:R:1
C -0.075 2.818 -0.430 -0.112
C -0.584 -1.744 0.040 -0.163
C 0.168 0.497 0.364 -0.462
C -0.055 -3.211 -0.557 -0.097
C 0.542 -0.609 -0.463 -0.174
C 0.862 0.913 1.453 0.016
C -0.803 1.476 -0.170 -0.252
H -1.530 -1.369 -0.317 0.080
H 0.002 2.882 -1.531 0.067
H -0.409 -1.763 1.131 0.093
H 1.890 0.516 1.762 0.082
H 0.895 2.482 -0.251 0.031
H -1.689 1.709 0.576 0.143
H 1.533 -1.069 -0.269 0.111
H -0.884 -3.971 -0.422 0.063
H 0.403 -0.516 -1.590 0.133
H -0.616 3.768 -0.078 0.107
H 0.790 -3.386 0.211 0.091
H -1.321 1.240 -1.119 0.103
H 0.064 -3.241 -1.604 0.027
H 0.533 1.869 2.090 0.114
```

The SMILES is C=C(CC)CCC. The value obtained for the LUMO energy is 1.09 eV. Its spin multiplicity is 1.

=====

Entry R
Computed, not measured: an isolated molecule of C7H14, with wB97M-V/def2-TZVPD.

```
21
Properties=species:S:1:pos:R:3:lowdin_charge:R:1
C 1.566 -0.837 0.113 -0.222
C 0.417 1.583 0.096 -0.214
C -1.038 1.370 -0.349 -0.225
C 1.459 0.601 -0.477 -0.192
C -1.705 0.102 0.198 -0.216
C -1.032 -1.248 -0.194 -0.186
C 0.291 -1.533 0.569 -0.226
H -2.750 0.101 -0.152 0.104
H -1.095 1.367 -1.449 0.110
H 2.081 -1.422 -0.659 0.098
H -1.631 2.246 -0.036 0.106
H -0.905 -1.240 -1.288 0.110
H -1.755 -2.039 0.033 0.099
H 0.467 1.555 1.191 0.112
H 0.753 -2.535 0.706 0.110
H -1.770 0.184 1.294 0.108
H 1.244 0.511 -1.560 0.110
H 2.445 1.075 -0.441 0.099
H 0.076 -1.298 1.618 0.100
H 0.701 2.603 -0.204 0.104
H 2.181 -1.146 0.989 0.111
```

The SMILES is C1CCCCCC1. The value obtained for the LUMO energy is 1.17 eV. Its spin multiplicity is 1.

=====

Entry S
Computed, not measured: a cluster of 2 separate species, C7H14 in total, with wB97M-V/def2-TZVPD.

```
21
Properties=species:S:1:pos:R:3:lowdin_charge:R:1
C 0.632 0.719 1.153 -0.212
C 0.963 -1.527 -0.155 -0.228
C 0.909 -0.793 1.167 -0.218
C -0.829 1.147 0.930 -0.215
C 1.414 -1.053 -1.310 -0.017
C -0.732 1.313 -1.604 -0.015
C -1.387 1.067 -0.476 -0.231
H -2.441 0.797 -0.551 0.085
H 0.616 -2.564 -0.122 0.085
H 0.163 -1.277 1.813 0.099
H 0.923 1.099 2.142 0.106
H 1.293 1.228 0.440 0.099
H -1.839 -1.283 -0.241 0.054
H 1.770 -0.034 -1.412 0.045
H -1.606 -1.928 0.047 0.072
H -0.937 2.185 1.279 0.111
H -1.215 1.206 -2.571 0.059
H 1.419 -1.659 -2.210 0.058
H -1.471 0.554 1.595 0.102
H 1.873 -0.956 1.672 0.111
H 0.316 1.605 -1.615 0.050
```

The SMILES is C=CCCCC=C.[H][H]. The value obtained for the LUMO energy is 1.23 eV. Its spin multiplicity is 1.

=====

Sorted by energy, starting with the most stable: entry R, entry S, entry P, entry Q.

=====

Entry P
Computed, not measured: an isolated molecule of C6H6N2, with wB97M-V/def2-TZVPD.

```
14
Properties=species:S:1:pos:R:3:lowdin_charge:R:1
N -1.363 0.894 0.648 -0.062
N -2.233 0.614 -0.328 0.037
C -0.258 0.016 0.698 -0.350
C -0.210 -0.457 -0.641 -0.276
C 1.049 -0.701 -1.016 -0.034
C 1.942 -0.297 0.125 -0.051
C -1.521 -0.194 -1.210 -0.064
C 1.165 0.365 1.115 0.000
H 3.007 -0.127 -0.002 0.085
H 1.391 -1.052 -2.046 0.127
H -0.492 -0.793 1.467 0.195
H -1.893 1.482 1.345 0.169
H -1.888 -0.735 -2.161 0.124
H 1.305 0.985 2.006 0.099
```

The SMILES is C1=C[C@H]2NN=CC2=C1. The value obtained for the LUMO energy is 0.25 eV. Its spin multiplicity is 1.

=====

Entry Q
Computed, not measured: a structure of composition C6H6N2, with wB97M-V/def2-TZVPD.

```
14
Properties=species:S:1:pos:R:3:lowdin_charge:R:1
N 0.086 0.186 1.471 0.098
N 3.074 -1.040 -0.305 0.148
C -0.435 -0.021 0.117 -0.441
C 2.175 -0.356 -0.135 -0.183
C -0.874 1.349 -0.258 -0.054
C 1.053 0.352 0.402 -0.205
C 0.317 2.007 -0.372 0.151
C -0.982 -1.295 -0.415 0.001
H -1.844 1.520 -0.589 0.079
H 0.750 3.008 -0.349 0.066
H 0.142 -0.672 2.048 0.128
H -0.408 -1.750 -1.213 0.094
H -1.110 -2.024 0.341 0.072
H -1.944 -1.263 -0.744 0.046
```

The value obtained for the LUMO energy is 0.63 eV. Its spin multiplicity is 1.

=====

Sorted by energy, starting with the most stable: entry P, entry Q.

=====

Entry P
Computed, not measured: the ion C5H8N with charge +1, with wB97M-V/def2-TZVPD.

```
14
Properties=species:S:1:pos:R:3:lowdin_charge:R:1
N 1.404 1.014 -0.797 0.155
C -1.816 0.150 0.509 0.012
C 1.759 -0.281 -0.433 -0.160
C 0.224 1.344 -0.323 -0.006
C -0.438 0.124 0.040 -0.165
C 0.441 -0.979 0.045 -0.058
H -2.515 0.309 -0.334 0.142
H -0.403 2.305 -0.379 0.180
H 2.422 -0.637 -1.151 0.115
H -2.027 1.061 1.083 0.122
H 0.303 -1.524 0.983 0.165
H -2.203 -0.766 0.872 0.094
H 0.449 -1.856 -0.665 0.196
H 2.399 -0.264 0.550 0.207
```

The value obtained for the LUMO energy is -6.70 eV. Its net charge is +1. Its spin multiplicity is 1.

=====

Entry Q
Computed, not measured: a cluster of 2 separate species, C5H8N in total, with wB97M-V/def2-TZVPD.

```
14
Properties=species:S:1:pos:R:3:lowdin_charge:R:1
N 0.047 -0.475 0.579 -0.045
C -0.381 1.623 2.010 0.325
C -0.987 -1.529 0.593 0.045
C 1.265 1.034 -1.058 -0.051
C 0.079 0.550 -0.421 -0.221
C -0.363 0.801 1.054 -0.282
H 2.197 0.767 -0.527 0.124
H -2.037 -1.131 0.982 0.174
H -1.055 -1.852 -0.399 0.082
H 1.235 0.669 -2.045 0.074
H -0.771 -2.267 1.316 0.096
H 0.978 2.123 -1.313 0.154
H -1.149 0.534 -1.567 0.333
H 0.941 -0.848 0.796 0.193
```

The value obtained for the LUMO energy is -6.14 eV. Its net charge is +1. Its spin multiplicity is 1.

=====

Entry R
Computed, not measured: a structure of composition C5H8N, with wB97M-V/def2-TZVPD.

```
14
Properties=species:S:1:pos:R:3:lowdin_charge:R:1
N -2.077 -0.184 0.143 -0.015
C -1.252 1.008 0.138 -0.106
C -0.843 -0.923 -0.058 -0.158
C 2.279 -0.336 0.272 0.167
C 1.391 0.589 -0.130 -0.090
C 0.063 0.263 -0.040 -0.037
H 1.788 1.584 -0.569 0.175
H -1.233 1.349 1.139 0.149
H -0.819 -1.593 -1.023 0.201
H 3.337 -0.159 0.273 0.088
H -1.361 1.887 -0.444 0.140
H -3.025 -0.584 -0.170 0.192
H 1.959 -1.355 0.726 0.138
H -0.639 -1.814 0.597 0.156
```

The value obtained for the LUMO energy (alpha / beta) is -6.53 / -6.53 eV. Its net charge is +1. Its spin multiplicity is 1.

=====

Sorted by energy, starting with the most stable: entry P, entry R, entry Q.